(1)
Molecular formula: C5H8O
Method: DFT, the ωB97M-V functional and the def2-TZVPD basis

## Properties
SMILES = C/C=C(/C)C=O
HOMO-LUMO gap = 0.3364 Eh
HOMO level = -8.4 eV
Energy relative to the best compared isomer or geometry (same formula, charge and spin) = 82.57 kcal per mole

```
14
Properties=species:S:1:pos:R:3:forces:R:3
C -1.49180 1.35674 -0.01301 -0.442 0.251 -0.478
C -0.93248 -0.00949 0.13329 1.921 -1.371 0.148
C 0.34059 -0.44076 -0.20919 -4.136 4.469 4.687
C 1.03328 -1.49874 0.62461 0.098 -0.566 -1.343
C 1.11695 0.50260 -1.02309 0.684 -5.395 0.425
O 1.52622 1.61710 -1.06362 -0.374 -0.144 -0.553
H -2.58666 1.30038 -0.02777 0.216 0.248 0.065
H -1.16326 1.98508 0.82190 -0.192 -0.136 0.047
H -1.16672 1.88818 -0.90606 0.069 -0.078 -0.135
H -1.54826 -0.69461 0.70843 -0.083 -0.199 -0.188
H 0.32511 -1.98421 1.29738 -0.030 0.266 -0.078
H 1.85694 -1.07314 1.19858 -0.089 0.062 -0.018
H 1.42740 -2.28600 -0.02241 0.312 -0.099 0.131
H 1.26268 -0.66314 -1.51903 2.045 2.691 -2.709
```
Forces are in eV/Å.

(2)
Molecular formula: C15H17BrIrN2O6Si
Method: DFT, the ωB97M-V functional and the def2-TZVPD basis

## Properties
Expectation value of S² = 6.011
HOMO-LUMO gap (alpha / beta) = 0.2789 / 0.2792 Eh
HOMO level (alpha / beta) = -11.3 / -12.7 eV
Spin multiplicity = 5
Total charge = +1
Energy relative to the best compared isomer or geometry (same formula, charge and spin) = 0.00 kcal per mole

```
43
Properties=species:S:1:pos:R:3:forces:R:3
Ir 0.85125 0.45209 -0.25002 0.917 -0.712 0.747
O -0.53088 3.64843 2.55690 -0.032 -0.012 0.143
C 0.04009 2.68938 1.86015 -0.003 -0.043 -0.161
O 0.17615 2.71139 0.65037 0.030 0.231 0.180
C 0.56933 1.56502 2.68443 0.029 -0.072 -0.036
C 0.49972 1.45713 4.05500 0.011 0.006 0.102
C 1.17845 0.39720 4.66268 0.019 0.033 -0.026
C 1.93261 -0.47109 3.89299 -0.034 -0.016 -0.004
C 1.92769 -0.29661 2.51498 0.169 0.078 -0.023
N 1.23580 0.67105 1.95070 -0.230 0.353 0.272
C 2.78108 -1.06557 1.52194 -0.047 -0.034 -0.017
O 3.51916 -1.93510 1.91476 -0.037 -0.006 -0.108
O 2.62930 -0.64585 0.29714 -0.050 0.298 -0.204
H -0.79829 4.37250 1.96975 -0.027 -0.001 -0.073
H -0.05161 2.18553 4.63211 0.028 -0.001 0.013
H 1.14495 0.28149 5.73755 -0.010 0.013 -0.005
H 2.52668 -1.26745 4.31881 -0.009 -0.003 0.003
O 2.45746 -4.47688 -3.91577 0.039 0.042 -0.038
C 1.95996 -3.58911 -3.05379 -0.039 0.008 0.062
C 1.55889 -3.90826 -1.75488 -0.005 -0.093 -0.067
C 1.02505 -2.92072 -0.96172 -0.122 0.060 0.026
N 0.89846 -1.65533 -1.37705 0.024 -0.184 -0.253
C 1.33539 -1.37838 -2.59047 -0.088 -0.122 0.132
Br 1.25777 0.49225 -2.95576 0.185 0.115 -0.358
C 1.84953 -2.26887 -3.49254 0.032 0.040 -0.117
H 2.51717 -5.35715 -3.52667 -0.002 -0.033 0.032
H 1.66851 -4.91477 -1.37348 -0.054 0.001 0.009
H 0.67693 -3.13757 0.03943 0.055 0.025 0.023
H 2.17520 -1.98043 -4.48093 0.015 -0.003 0.016
C -3.36709 1.81867 0.49248 0.474 0.018 0.105
Si -2.33050 1.19692 -0.93983 -1.204 0.365 -0.136
C -3.42056 0.06863 -1.94240 0.471 -0.260 0.000
C -1.86019 2.64786 -2.00900 0.545 -0.092 0.083
O -1.02354 0.35829 -0.31379 -0.509 0.028 -0.335
H -4.41224 1.86002 0.18595 -0.021 0.015 0.041
H -3.05975 2.82690 0.78436 -0.063 -0.042 0.065
H -3.28309 1.16573 1.36399 -0.103 0.018 0.003
H -4.37075 0.57416 -2.11993 -0.014 -0.013 -0.018
H -3.61220 -0.86934 -1.41733 -0.088 0.015 -0.045
H -2.97094 -0.16521 -2.91083 -0.074 -0.049 0.015
H -2.76077 3.16819 -2.33888 -0.043 -0.042 0.013
H -1.30601 2.33808 -2.89883 -0.088 0.029 -0.032
H -1.23419 3.35674 -1.46261 -0.049 0.042 -0.029
```
Forces are in eV/Å.

(3)
Molecular formula: C21H43BBrCl2N4O8
Method: DFT, the ωB97M-V functional and the def2-TZVPD basis

## Properties
HOMO-LUMO gap = 0.2692 Eh
HOMO level = -11.0 eV
Total charge = +1

```
80
Properties=species:S:1:pos:R:3:forces:R:3
C 1.73329 0.47609 0.68752 0.562 -1.080 0.777
O 0.53323 0.44558 -0.15076 0.539 3.125 -1.445
B 0.47407 1.65203 -0.95679 1.127 -4.167 -2.234
O 0.58344 1.46244 -2.38197 -0.849 1.852 3.386
N 0.34863 2.97113 -0.27778 0.526 2.696 0.592
C 1.05426 4.20220 -0.17521 -2.684 -0.029 1.158
N 2.22204 4.46404 -0.76096 0.802 2.561 0.769
Cl 3.17285 3.50721 -1.79106 -0.881 -0.166 0.386
C 2.76980 5.84955 -0.49840 1.312 1.514 -0.105
C 2.01404 6.96397 -1.41102 -2.279 -2.802 -3.626
O 1.46290 6.50558 -2.44985 2.336 2.519 4.568
Cl 1.93733 8.73042 -0.99312 0.398 -2.179 -0.167
N 0.36942 5.20535 0.66067 -1.606 -5.623 -1.329
C -0.79657 4.45128 1.06395 3.861 0.171 -2.260
Br -2.07339 5.39617 2.20493 1.331 -1.664 -1.486
N -0.76806 3.13265 0.50362 -2.131 3.901 4.079
C -1.91997 2.23923 0.80620 -2.246 -1.080 -0.842
C -2.98168 2.38217 -0.43126 -0.099 1.003 0.141
C -4.51522 2.32932 0.07326 -0.228 0.658 0.733
C -5.51376 3.17033 -0.85418 -2.977 -1.094 -3.042
O -6.30111 2.64630 -1.68857 3.626 1.602 3.510
O -5.58200 4.61284 -0.74160 1.844 -2.123 -0.471
H 2.63521 0.87422 0.10497 -1.246 -0.354 0.936
H 1.96340 -0.62274 0.95024 -0.376 1.806 -0.421
H 1.52768 1.02738 1.66800 0.447 -0.549 -1.393
H 0.37161 2.30089 -2.85395 0.318 -0.774 0.042
H 3.87103 5.88991 -0.85297 -1.854 -0.301 0.516
H 2.79337 6.11650 0.60901 -0.414 -0.510 -1.504
H -1.65154 1.15577 1.03807 0.108 1.568 -0.537
H -2.50925 2.61572 1.72787 1.620 -0.210 -1.399
H -2.82375 3.46445 -0.81678 -0.205 -1.742 0.481
H -2.75522 1.66406 -1.29262 -0.448 0.902 1.292
H -4.57359 2.82109 1.12105 0.172 -0.666 -1.664
H -4.91561 1.26945 0.20196 0.508 1.491 -0.518
H -5.25973 4.94013 -1.62202 -0.823 -0.270 0.966
C 0.81045 2.54536 -8.61192 -0.127 0.085 -0.021
C 1.19462 2.19955 -7.18299 0.008 -0.014 -0.194
O 0.27529 2.68856 -6.21317 0.027 0.141 0.346
C -1.06232 2.21546 -6.31654 0.018 -0.109 -0.101
C -1.18304 0.70645 -6.19223 0.081 -0.096 0.020
H 0.71831 3.62929 -8.73112 0.063 -0.119 0.013
H 1.56776 2.17756 -9.30897 -0.049 0.045 0.087
H -0.14604 2.10330 -8.89551 0.068 -0.069 -0.034
H 2.15920 2.66081 -6.95709 -0.164 0.052 0.171
H 1.33311 1.12072 -7.06296 -0.052 -0.039 -0.051
H -1.51823 2.57248 -7.24550 0.002 -0.068 -0.013
H -1.62125 2.68330 -5.50007 0.199 0.098 -0.047
H -0.64820 0.18514 -6.98808 -0.104 0.027 -0.017
H -2.23199 0.40390 -6.23939 0.073 0.039 0.008
H -0.76341 0.36762 -5.24031 -0.052 0.020 -0.047
C -1.90230 -2.03474 1.83323 -0.056 -0.032 -0.017
C -0.60855 -1.53292 2.45336 -0.171 -0.094 0.166
O -0.74408 -1.14476 3.81322 0.067 0.339 -0.117
C -1.17061 -2.15667 4.71975 0.031 -0.195 0.116
C -0.23301 -3.34968 4.78175 0.092 0.010 -0.102
H -2.68239 -1.26928 1.90390 0.059 -0.053 -0.009
H -1.74783 -2.28420 0.77992 0.001 0.040 0.076
H -2.27566 -2.92800 2.33574 0.042 -0.002 -0.072
H -0.27980 -0.64534 1.90790 -0.028 0.021 0.224
H 0.19114 -2.27298 2.34882 -0.036 -0.099 -0.041
H -2.19238 -2.47001 4.48159 0.025 -0.056 -0.040
H -1.21453 -1.68984 5.70788 0.041 0.153 -0.224
H -0.15585 -3.86072 3.82006 -0.073 -0.084 0.076
H -0.58806 -4.07388 5.51847 0.045 0.056 -0.071
H 0.77424 -3.02954 5.06340 -0.094 -0.022 0.032
C 2.23634 -9.12801 4.05114 0.075 -0.036 0.108
C 1.49493 -7.81954 3.83240 0.078 -0.112 0.050
O 1.58289 -6.92567 4.93470 -0.165 0.130 0.074
C 2.88947 -6.50330 5.30275 0.000 -0.015 -0.051
C 3.62561 -5.77251 4.19292 -0.009 0.016 -0.145
H 1.86041 -9.63522 4.94497 -0.001 0.048 -0.127
H 2.10488 -9.78837 3.18995 -0.020 0.061 0.079
H 3.30730 -8.97163 4.19062 -0.005 -0.018 -0.093
H 0.43314 -8.03672 3.69252 0.033 0.176 0.165
H 1.83199 -7.32485 2.91598 0.086 -0.023 -0.034
H 3.47238 -7.35497 5.66835 0.058 0.006 -0.073
H 2.76892 -5.82531 6.15278 -0.197 -0.131 -0.083
H 3.78068 -6.40652 3.31783 0.081 -0.007 0.066
H 4.60540 -5.43843 4.54305 -0.077 -0.021 -0.005
H 3.05397 -4.89866 3.86653 0.038 -0.041 0.066
```
Forces are in eV/Å.

(4)
Molecular formula: C18H20AgN7OS2
Method: DFT, the ωB97M-V functional and the def2-TZVPD basis

## Properties
HOMO-LUMO gap = 0.2131 Eh
HOMO level = -0.7 eV
Total charge = -2

```
49
Properties=species:S:1:pos:R:3:forces:R:3
Ag 0.10384 1.65813 0.36785 -0.128 1.003 0.045
C 5.47408 2.09207 2.98805 -0.089 -0.079 -0.161
C 5.48552 1.28316 1.68722 -0.165 0.032 0.092
N 4.41493 0.31977 1.56674 -0.016 0.120 0.143
C 3.08951 0.66428 1.26530 0.071 0.388 -0.138
S 2.72219 2.26655 0.78556 -0.063 -0.127 0.064
N 2.29590 -0.37352 1.33288 0.457 -0.542 0.277
N 0.96013 -0.21351 1.31739 -0.447 -0.728 -0.020
C 0.29948 -1.23707 0.85411 0.898 0.278 0.092
C 1.02440 -2.35086 0.15477 -0.125 -0.081 0.015
C -1.15240 -1.30215 1.03838 -0.687 0.249 0.242
C -1.93000 -2.29280 0.42325 0.187 0.033 -0.203
C -3.29603 -2.32172 0.63162 -0.104 -0.046 0.108
C -3.87465 -1.39607 1.48303 0.042 0.026 -0.067
C -3.03231 -0.45392 2.06217 -0.100 0.089 -0.034
N -1.73231 -0.39997 1.85595 0.382 -0.177 -0.046
H 6.30919 2.79896 3.01712 0.011 -0.024 0.022
H 5.53670 1.43218 3.85824 0.027 0.022 0.003
H 4.53929 2.64917 3.03087 -0.015 0.032 0.076
H 6.43249 0.73859 1.59789 -0.008 0.013 -0.060
H 5.39244 1.96622 0.84286 0.076 0.010 -0.003
H 4.46424 -0.46610 2.19777 -0.056 -0.105 -0.123
H 1.94297 -1.94373 -0.25970 -0.011 -0.071 -0.020
H 0.43098 -2.77568 -0.65411 0.041 0.014 0.014
H 1.28978 -3.14858 0.85862 0.029 -0.029 -0.031
H -1.47311 -3.00670 -0.24854 -0.062 0.051 0.027
H -3.90884 -3.06270 0.13007 0.043 -0.016 -0.010
H -4.93919 -1.38557 1.67841 -0.005 0.022 -0.011
H -3.43248 0.31161 2.72280 -0.007 -0.001 -0.024
N -4.03097 3.75384 0.91004 -0.083 0.049 -0.062
C -2.83947 3.12826 0.48499 -0.031 -0.006 0.040
S -1.42490 3.61566 1.33849 0.198 -0.127 -0.092
N -3.02958 2.28490 -0.47880 -0.426 -0.032 -0.072
N -1.92848 1.65012 -1.02109 -0.086 -0.044 0.118
C -2.26952 0.76659 -1.88682 -0.111 0.210 0.142
C -1.40435 -0.10477 -2.64643 0.228 -0.270 -0.061
C -2.01557 -0.95564 -3.57552 0.032 0.097 0.099
C -1.31725 -1.88892 -4.31810 -0.048 -0.168 -0.151
C 0.06373 -2.01084 -4.10060 -0.049 0.063 0.060
C 0.70562 -1.19616 -3.20278 0.054 -0.079 -0.108
C 0.03131 -0.16152 -2.46107 0.068 0.156 0.047
O 0.68166 0.61938 -1.71711 0.029 -0.281 -0.281
H -3.96036 4.06819 1.86433 0.004 -0.043 0.036
H -4.84262 3.17965 0.72094 0.048 0.012 -0.021
H -3.34502 0.63659 -2.06484 0.013 0.059 -0.032
H -3.09115 -0.86408 -3.71176 -0.006 -0.006 0.028
H -1.81990 -2.51632 -5.04624 -0.028 0.002 0.042
H 0.62831 -2.76219 -4.64729 0.017 0.012 -0.001
H 1.77177 -1.29277 -3.02692 0.002 0.042 0.002
```
Forces are in eV/Å.

no.,E_tot (hartree)
1,-270.42631
2,-4110.37322
3,-5165.78442
4,-2099.81832